Computed, not measured: the molecule C19H22N2O4S2 in a non-equilibrium geometry, with ωB97M-V/def2-TZVPD.

The total energy is -1943.3838 a.u. As for the strongest force on any atom: 16.27 eV/Å. The HOMO energy comes out at -8.64 eV. For the relative energy (zero: lowest compared OMol25 entry of this formula, charge and spin), the calculation gives 1863.54 kJ/mol. Its orbital gap is 8.8 eV.

Atoms and positions in Å:
1 O -4.1586 -1.9276 -1.7261
2 C -4.2876 -1.8037 -0.6365
3 C -5.8978 -1.7079 -0.1110
4 S -6.0003 -0.2890 1.3959
5 C -4.9183 0.9456 0.4309
6 C -4.1235 1.6790 1.3507
7 C -3.0337 2.3881 0.8903
8 C -3.2442 2.7971 -0.3913
9 C -4.1070 2.0418 -1.4314
10 C -4.9658 1.0369 -0.9168
11 N -3.3563 -1.6733 0.3358
12 C -2.0708 -1.7380 0.2371
13 C -1.3800 -1.6567 1.2849
14 C -0.0823 -1.4892 1.4515
15 C 0.5418 -1.6775 0.3611
16 S 2.3100 -1.3181 0.0253
17 O 2.9341 -1.7387 1.3554
18 O 2.9113 -2.1667 -0.8874
19 N 2.5074 0.1883 -0.4662
20 C 3.4554 0.3616 -1.3645
21 C 4.9936 0.7388 -1.0342
22 C 5.1423 1.8737 0.0738
23 C 6.0536 1.3439 1.1112
24 C 5.6550 -0.1588 1.2071
25 O 5.2686 -0.7255 -0.2679
26 C -0.0933 -1.7554 -1.0951
27 C -1.5051 -1.8320 -1.0419
28 H -6.1421 -2.3477 0.4353
29 H -6.5122 -1.4462 -1.1215
30 H -3.9932 1.4270 2.2096
31 H -2.2848 2.8198 1.4226
32 H -2.3149 3.3185 -0.9996
33 H -3.8574 2.2261 -2.5331
34 H -5.7273 0.7519 -1.6696
35 H -3.9024 -1.7580 1.2778
36 H -1.9002 -1.3265 2.3954
37 H 0.5219 -1.2674 2.1680
38 H 2.5982 0.7342 0.6129
39 H 3.0640 1.4036 -1.8103
40 H 3.3423 -0.1897 -2.1753
41 H 5.5477 0.6512 -1.8035
42 H 5.5171 2.6746 -0.6852
43 H 4.1794 2.1000 0.5809
44 H 6.1411 1.8590 1.9794
45 H 7.2204 1.4678 0.5197
46 H 6.5216 -0.7317 1.0399
47 H 4.9881 -0.3192 1.7481
48 H 0.4172 -1.7034 -1.8733
49 H -1.9729 -2.0804 -1.8589